13
Properties=species:S:1:pos:R:3 method="wB97M-V/def2-TZVPD" relative_energy_kj_mol=455.6 lumo_energy_ev=0.80 homo_ev=-7.08 e_tot_ha=-286.45813
O 2.23841 -1.48612 -0.46341
C 1.46626 -0.58826 -0.68356
N 0.24387 -0.43153 0.10682
C -0.11769 0.95218 0.35157
C -0.92502 1.27419 1.34679
C -0.80881 -1.10615 -0.73060
H 1.53162 0.15829 -1.48714
H 0.37823 -0.93600 0.98738
H 0.24941 1.64428 -0.40052
H -1.31361 0.52393 2.03002
H -1.24502 2.30114 1.48171
H -1.28947 -0.38176 -1.37893
H -0.40030 -2.00239 -1.18707

18
Properties=species:S:1:pos:R:3 method="wB97M-V/def2-TZVPD" relative_energy_kj_mol=52.1 lumo_energy_ev=1.22 homo_ev=-8.72 e_tot_ha=-269.09650
C -2.34261 -1.13878 -1.00433
C -1.14603 -0.21411 -1.23905
N -0.09280 -0.48151 -0.26199
C 0.96799 0.51417 -0.30643
C 1.88596 0.31298 0.88664
N 1.30128 0.90865 2.08596
H -2.00289 -2.06890 -0.54402
H -2.98064 -0.70797 -0.23886
H -2.93542 -1.27266 -1.90254
H -0.72298 -0.36792 -2.23548
H -1.50671 0.82495 -1.15353
H -0.50480 -0.44676 0.67409
H 1.53970 0.28799 -1.20723
H 0.57895 1.54001 -0.32445
H 2.89675 0.67849 0.66820
H 1.99891 -0.76112 1.03346
H 1.60807 0.48733 2.95531
H 1.45728 1.90514 2.11425

220
Properties=species:S:1:pos:R:3 method="wB97M-V/def2-TZVPD" relative_energy_kj_mol=70.2 lumo_energy_ev=0.01 homo_ev=-8.21 e_tot_ha=-5302.67600
Li 0.09128 -2.24426 -1.76629
C 1.66845 -0.75725 1.64198
F 2.70990 -0.16887 2.31223
F 2.04361 -2.06108 1.49590
F 0.61015 -0.54059 2.36031
S 1.45800 0.09296 -0.07802
O 1.38212 1.55427 0.13580
O 2.53272 -0.38122 -0.87493
N -0.04390 -0.69819 -0.69602
S -1.10164 0.46344 -0.59820
O -1.35425 0.98921 0.75521
O -0.99772 1.39108 -1.69803
C -2.73484 -0.57444 -0.94419
F -3.80140 0.27990 -1.11822
F -2.51210 -1.24805 -2.10583
F -3.03733 -1.42577 0.06731
C 3.29917 -3.42613 4.28742
C 3.90352 -2.76277 5.55303
C 5.26975 -3.50613 5.87747
O 4.99409 -4.93184 5.99633
C 6.16343 -5.65383 6.33408
N 4.03654 -1.36516 5.19197
H 2.96020 -4.44368 4.48183
H 4.10004 -3.43617 3.54809
H 2.39307 -2.91876 3.95626
H 3.25042 -2.97632 6.39916
H 5.66970 -3.18959 6.84077
H 5.99866 -3.33913 5.08444
H 6.53138 -5.63301 7.35988
H 7.02931 -5.23606 5.82043
H 6.01519 -6.69327 6.04137
H 4.96652 -1.08672 5.47073
H 4.04031 -1.20529 4.19471
C 0.76092 6.60760 2.86339
C -0.30922 5.83213 2.08284
C -0.33622 4.27218 2.37202
O -0.69806 3.95560 3.72535
C -0.94060 2.51222 3.96619
N -1.60110 6.51749 2.35741
H 0.63105 6.75222 3.93592
H 0.73890 7.62220 2.46563
H 1.76881 6.22802 2.69551
H -0.05011 5.85807 1.02440
H 0.57743 3.78988 2.02457
H -1.01653 3.85082 1.63192
H -1.15492 2.36376 5.02455
H -0.10250 1.85727 3.72804
H -1.87420 2.29453 3.44743
H -1.91127 6.35487 3.30475
H -1.41919 7.50830 2.28457
C -2.14441 5.31262 -1.05797
C -3.59557 5.35202 -0.58942
C -4.08428 3.97012 0.02947
O -5.49391 4.11260 0.39606
C -6.05586 3.16823 1.24511
N -3.63942 6.38773 0.44342
H -1.49510 4.81342 -0.33873
H -1.77602 6.31921 -1.25590
H -2.08912 4.75342 -1.99196
H -4.24248 5.76118 -1.36543
H -3.45638 3.76849 0.89733
H -3.91364 3.19891 -0.72168
H -7.14419 3.22362 1.22112
H -5.65440 3.38944 2.23405
H -5.75422 2.15243 0.98961
H -4.41441 6.03999 0.98984
H -2.86103 6.23081 1.06759
C -0.56331 -4.26357 0.63394
C -0.27754 -4.80757 -0.78737
C -0.62830 -6.33088 -1.00866
O -0.03433 -6.73678 -2.19576
C 0.24596 -8.11975 -2.30949
N -0.81548 -4.01425 -1.89469
H -1.56998 -4.49447 0.98236
H -0.24425 -3.23176 0.78119
H 0.08660 -4.73722 1.36972
H 0.80880 -4.80894 -0.87670
H -1.70533 -6.40845 -1.15725
H -0.40636 -6.86414 -0.08428
H 1.06644 -8.42183 -1.65859
H 0.46646 -8.43310 -3.32992
H -0.65872 -8.67358 -2.05864
H -0.62287 -4.51578 -2.74996
H -1.82489 -3.98003 -1.89568
C -0.17536 -0.41570 8.02577
C 0.72088 -1.06066 7.00214
C 0.11519 -0.97773 5.57072
O -1.14555 -1.58557 5.43969
C -1.86575 -1.21977 4.26878
N 1.95498 -0.22734 6.98990
H 0.31590 -0.30033 8.99192
H -1.03051 -1.08913 8.08334
H -0.48468 0.57592 7.69546
H 1.04268 -2.08996 7.16052
H 0.82830 -1.48525 4.92111
H 0.04681 0.08111 5.32113
H -2.81286 -1.75731 4.22252
H -1.32925 -1.50584 3.36411
H -2.01249 -0.14078 4.31727
H 2.42547 -0.35987 7.87374
H 2.57490 -0.71516 6.35915
C 0.92353 4.20412 -3.07898
C 1.37463 2.93427 -3.88679
C 2.24973 1.94167 -3.19614
O 3.53919 2.51550 -2.86987
C 3.68199 2.91521 -1.49110
N 0.12817 2.35328 -4.35196
H 0.19107 4.78229 -3.64229
H 1.74594 4.91225 -2.97756
H 0.51745 3.97642 -2.09341
H 1.96121 3.23744 -4.75402
H 2.39736 1.02814 -3.77213
H 1.64386 1.51582 -2.39633
H 2.85530 3.51488 -1.11021
H 4.53192 3.59656 -1.45257
H 3.94691 2.08325 -0.83859
H -0.47647 3.08226 -4.70282
H -0.43391 2.01443 -3.58427
C 2.80012 3.09964 4.91481
C 4.01809 2.30693 4.55595
C 5.20704 3.30801 4.27099
O 4.98064 4.23056 3.23578
C 5.11414 3.59751 1.93045
N 4.37997 1.38153 5.61591
H 2.05355 2.48913 5.42278
H 2.39184 3.63505 4.05764
H 3.14938 3.84084 5.63365
H 3.86863 1.69888 3.66374
H 6.15341 2.79233 4.10806
H 5.61485 3.86730 5.11302
H 6.13228 3.20990 1.89510
H 4.98084 4.28505 1.09521
H 4.41059 2.77977 1.77423
H 3.77785 0.57723 5.71912
H 4.22792 1.87447 6.48423
C -5.66338 -4.83914 0.05263
C -4.41901 -5.30511 -0.60526
C -4.54173 -6.39752 -1.70179
O -5.01450 -7.60790 -1.25398
C -4.10991 -8.28641 -0.37832
N -3.96299 -3.99852 -1.19528
H -6.39407 -4.45629 -0.65985
H -5.38161 -4.08572 0.78820
H -6.18481 -5.67706 0.51535
H -3.64370 -5.54464 0.12249
H -3.64812 -6.57039 -2.30152
H -5.32743 -6.07325 -2.38415
H -3.19310 -8.50466 -0.92597
H -4.46779 -9.25235 -0.02196
H -3.77445 -7.67616 0.46023
H -4.05881 -3.26875 -0.50363
H -4.68516 -3.66613 -1.81825
C 7.74662 1.53820 -2.62851
C 7.03065 0.18497 -2.81172
C 6.74209 -0.46537 -1.42477
O 6.14615 0.51989 -0.52304
C 5.71621 -0.02861 0.72495
N 5.84511 0.41084 -3.56803
H 8.40819 1.78541 -3.45875
H 8.43453 1.40540 -1.79350
H 7.03554 2.31657 -2.35171
H 7.64764 -0.58163 -3.28050
H 7.74227 -0.80589 -1.15682
H 6.23483 -1.42388 -1.53449
H 5.17091 0.62411 1.40664
H 6.56532 -0.39173 1.30396
H 4.99823 -0.83830 0.59449
H 5.35600 -0.45374 -3.38540
H 5.28664 1.11313 -3.10435
C -2.21332 6.34665 -6.87256
C -1.85578 5.01133 -6.17343
C -2.94155 4.53506 -5.27692
O -2.46189 3.30617 -4.68698
C -3.37417 2.66189 -3.82838
N -1.62779 4.00229 -7.23131
H -2.25224 7.18935 -6.18232
H -3.14465 6.24522 -7.42973
H -1.37739 6.53346 -7.54666
H -0.99089 5.14047 -5.52276
H -3.83301 4.24565 -5.83337
H -3.25256 5.23468 -4.50110
H -2.92454 1.79441 -3.34526
H -4.21033 2.14917 -4.30383
H -3.90255 3.24095 -3.07101
H -0.83928 4.15921 -7.84265
H -1.17889 3.30259 -6.65772
C 1.42259 -1.24128 -5.90525
C 1.23211 -1.97321 -4.52849
C 2.47888 -2.27156 -3.66325
O 2.02972 -2.91249 -2.49415
C 3.18672 -3.41044 -1.74139
N 0.19325 -1.25518 -3.82018
H 2.19946 -1.79992 -6.42726
H 1.74162 -0.20304 -5.81361
H 0.58552 -1.10234 -6.58943
H 0.71916 -2.90415 -4.77001
H 2.93295 -1.29342 -3.50465
H 3.22220 -2.85423 -4.20739
H 3.88213 -2.58420 -1.59359
H 3.85846 -4.04637 -2.31797
H 2.89103 -3.82249 -0.77657
H 0.38455 -0.26609 -3.89233
H -0.63874 -1.42024 -4.36850
C -8.32813 -2.29006 -3.79629
C -7.34596 -1.13442 -3.48841
C -6.06247 -1.50379 -2.65725
O -6.40345 -2.18108 -1.44651
C -6.90767 -1.33891 -0.37464
N -7.16406 -0.40698 -4.71699
H -8.03298 -2.97673 -4.58968
H -9.24007 -1.79080 -4.12372
H -8.47687 -2.93285 -2.92865
H -7.96773 -0.43479 -2.92982
H -5.36356 -0.66837 -2.61605
H -5.56640 -2.31744 -3.18639
H -7.00144 -1.99152 0.49334
H -7.91152 -1.00943 -0.64265
H -6.34365 -0.46398 -0.05141
H -6.69724 -0.99803 -5.38992
H -8.07735 -0.46346 -5.14457

61
Properties=species:S:1:pos:R:3 method="wB97M-V/def2-TZVPD" lumo_energy_ev="-5.90 / -5.89" s2=3.820 spin_multiplicity=4 homo_ev="-9.82 / -11.46" e_tot_ha=-3196.42315 charge=+2
C 0.16254 -0.45622 -3.51566
C 0.48276 -1.28473 -2.31912
H 0.38081 0.60107 -3.31426
H -0.89713 -0.56822 -3.78678
H 0.77428 -0.79434 -4.35946
O 0.31676 -0.79536 -1.13238
I 1.12018 -3.15490 -2.69633
Er -0.02476 0.08734 0.95424
P 2.73669 -0.29574 0.98346
C 3.76847 1.18870 1.24579
C 3.26448 -1.40131 2.35237
H 4.35236 -1.56671 2.33666
H 4.65145 -1.08102 -0.27635
H 2.75174 -2.36894 2.23112
H 3.17021 -2.03689 -0.65527
H 3.67284 1.56942 2.26976
H 2.96510 -0.96313 3.31851
C 3.56725 -1.03111 -0.46340
H 4.82032 0.94776 1.03158
H 3.37500 -0.41638 -1.35392
H 3.44040 1.98646 0.56505
P -3.61990 0.36020 1.28904
C -4.59541 1.75061 0.64270
C -2.38649 0.09460 -0.04017
H -4.39033 -1.68963 0.28299
H -5.74560 -0.71312 0.91533
H -4.74778 -1.68656 2.02918
C -4.73083 -1.07084 1.12168
H -1.86328 -0.90611 0.01101
H -2.92324 0.05719 -1.00547
H -5.65916 1.50548 0.73426
H -4.34954 1.89223 -0.41593
H -1.68439 0.97815 -0.15791
H -4.39647 2.68932 1.17094
C -1.29599 3.24664 0.71383
O -2.10992 4.09258 0.64802
C -5.19523 0.55724 4.15608
Si -3.42595 0.67821 3.52869
C -2.72491 2.36763 3.93560
C -2.36673 -0.63728 4.34152
N -0.46024 2.35892 0.94958
C 0.49622 2.54915 2.06697
C 1.26372 3.69357 2.06058
C 2.17495 3.87526 3.10368
C 2.30529 2.88658 4.08462
C 1.54211 1.71832 4.04788
C 0.57995 1.52464 3.03399
H -5.16465 0.61518 5.25430
H -5.69326 -0.38294 3.88461
H -5.81130 1.39102 3.79443
H -3.13952 2.65604 4.91707
H -1.62887 2.34334 4.02885
H -3.00309 3.14909 3.21205
H -2.20254 -1.52061 3.70974
H -1.39127 -0.23577 4.65273
H -2.88886 -0.96704 5.25398
H 1.15502 4.40605 1.23477
H 2.77347 4.78302 3.14376
H 3.01459 3.03777 4.90546
H 1.67930 0.93631 4.79855
H -0.24270 0.75972 3.14760

| no. | M (g/mol) |
| --- | --- |
| 1 | 85.1 |
| 2 | 88.2 |
| 3 | 1356.7 |
| 4 | 681.7 |